117
Properties=species:S:1:pos:R:3:lowdin_spin:R:1 method="wB97M-V/def2-TZVPD" relative_energy_kcal_mol=0.0 multiplicity=3 orbital_gap_ev="7.32 / 7.34"
W 0.747 -0.359 -0.169 1.51
C 2.772 3.644 -0.291 0.00
C 3.502 2.781 0.737 0.00
C 4.590 1.870 0.141 0.00
C 2.607 1.991 1.663 0.00
C 2.956 1.873 3.002 0.00
C 1.973 1.129 3.622 0.00
C 2.165 0.775 5.099 0.00
C 3.294 -0.262 5.244 0.00
C 0.990 0.316 5.947 0.00
N 1.051 0.832 2.672 0.01
N 1.459 1.325 1.449 0.00
B -0.466 0.468 2.921 0.00
N -0.874 -0.991 2.507 0.01
N -0.697 -1.527 1.229 0.00
C -1.405 -2.671 1.192 0.01
C -2.046 -2.846 2.412 0.00
C -1.718 -1.778 3.210 0.01
C -2.320 -1.684 4.598 0.00
C -2.651 -0.306 5.180 0.00
C -1.529 -2.559 5.584 0.00
C -1.546 -3.786 0.169 0.00
C -1.264 -3.441 -1.277 0.00
C -0.666 -4.971 0.600 0.00
N -1.526 1.413 2.228 0.00
N -2.347 0.821 1.319 0.00
C -3.426 1.565 1.211 0.00
C -3.326 2.686 2.056 0.00
C -2.106 2.561 2.686 0.00
C -1.535 3.615 3.608 0.00
C -2.342 3.704 4.909 0.00
C -0.044 3.512 3.907 0.00
C -4.583 1.183 0.325 0.00
C -4.437 -0.253 -0.183 0.00
C -4.730 2.164 -0.843 0.00
H 3.498 4.100 -0.969 0.00
H 2.231 4.446 0.217 0.00
H 2.080 3.062 -0.887 0.00
H 4.022 3.472 1.402 0.00
H 4.157 1.104 -0.491 0.00
H 5.150 1.387 0.946 0.00
H 5.287 2.458 -0.463 0.00
H 3.828 2.304 3.474 0.00
H 2.540 1.706 5.531 0.00
H 2.925 -1.264 5.032 0.00
H 3.678 -0.249 6.267 0.00
H 4.120 -0.051 4.564 0.00
H 0.525 -0.561 5.511 0.00
H 0.236 1.090 6.068 0.00
H 1.358 0.054 6.942 0.00
H -0.603 0.596 4.085 0.00
H -2.706 -3.661 2.670 0.00
H -3.283 -2.181 4.471 0.00
H -1.797 0.147 5.679 0.00
H -3.441 -0.426 5.925 0.00
H -3.009 0.376 4.406 0.00
H -0.482 -2.265 5.637 0.00
H -1.561 -3.606 5.278 0.00
H -1.958 -2.478 6.586 0.00
H -2.589 -4.100 0.246 0.00
H -0.210 -3.219 -1.384 0.00
H -1.863 -2.594 -1.609 0.00
H -1.496 -4.296 -1.917 0.00
H 0.374 -4.664 0.679 0.00
H -0.742 -5.780 -0.133 0.00
H -0.975 -5.357 1.573 0.00
H -4.051 3.479 2.193 0.00
H -1.679 4.561 3.077 0.00
H -2.217 2.794 5.501 0.00
H -3.405 3.838 4.705 0.00
H -1.999 4.553 5.507 0.00
H 0.167 2.679 4.573 0.00
H 0.291 4.428 4.399 0.00
H 0.543 3.382 2.993 0.00
H -5.485 1.257 0.938 0.00
H -3.450 -0.387 -0.629 0.00
H -5.197 -0.474 -0.937 0.00
H -4.528 -0.968 0.637 0.00
H -3.848 2.114 -1.490 0.00
H -4.844 3.190 -0.487 0.00
H -5.602 1.907 -1.450 0.00
C 3.992 -2.352 -0.497 0.00
C 3.071 -2.410 -1.669 0.01
C 3.593 -3.034 -2.823 0.00
C 2.888 -3.128 -3.976 0.01
C 1.630 -2.512 -4.030 0.00
C 0.824 -2.417 -5.188 0.01
Br 1.362 -3.279 -6.792 0.00
C -0.324 -1.689 -5.195 0.00
C -0.744 -1.060 -4.013 0.02
Br -2.308 -0.001 -4.037 0.00
C -0.045 -1.181 -2.840 0.00
O -0.439 -0.673 -1.696 0.04
C 1.173 -1.899 -2.848 0.00
N 1.843 -1.901 -1.650 0.00
H 4.999 -2.613 -0.819 0.00
H 4.010 -1.361 -0.056 0.00
H 3.683 -3.067 0.260 0.00
H 4.596 -3.434 -2.775 0.00
H 3.300 -3.619 -4.847 0.00
H -0.905 -1.585 -6.099 0.00
Cl 2.058 0.867 -1.907 0.02
O 2.277 -3.585 1.978 0.18
S 2.210 -2.140 2.241 0.16
N 1.854 -1.247 1.072 -0.09
C -1.235 4.332 -2.393 0.00
N -0.914 3.495 -1.253 0.01
C -0.944 4.111 0.066 0.00
C -0.594 2.223 -1.407 0.01
O -0.294 1.498 -0.465 0.01
H -0.458 5.086 -2.536 0.00
H -2.189 4.836 -2.230 0.00
H -1.306 3.725 -3.296 0.00
H -1.976 4.234 0.399 0.00
H -0.456 5.085 0.020 0.00
H -0.424 3.471 0.774 0.00
H -0.656 1.844 -2.429 0.00

126
Properties=species:S:1:pos:R:3:mulliken_charge:R:1 method="wB97M-V/def2-TZVPD" charge=+1 relative_energy_kcal_mol=0.0 orbital_gap_ev=7.16
C 0.337 5.608 2.802 0.55
C 0.120 4.593 2.150 -1.19
C -0.104 3.160 1.529 -0.46
C 0.933 2.953 0.307 -0.32
C 0.973 1.397 -0.009 -1.61
C 1.664 0.969 -1.375 1.03
P 0.674 1.945 -2.762 0.32
O 0.698 1.066 -4.226 -0.53
Cl -1.381 2.146 -2.170 -0.14
C 1.584 -0.602 -1.594 0.17
C 0.272 -1.348 -1.123 -1.09
C -0.987 -1.223 -2.076 -0.67
O -2.208 -0.846 -1.373 -0.35
C -3.248 -0.615 -2.337 -0.73
C -4.474 0.192 -1.714 0.95
F -4.984 0.987 -2.773 -0.34
F -4.099 1.082 -0.718 -0.23
F -5.474 -0.696 -1.333 -0.25
C 2.821 -1.455 -0.965 -1.48
C 4.065 -0.533 -0.602 1.17
C 5.438 -1.340 -0.412 -0.42
C 5.764 -2.311 -1.499 -0.22
C 7.062 -3.103 -1.323 -0.71
C 7.773 -2.730 -0.044 -0.24
C 7.282 -1.749 0.968 -0.48
N 6.103 -1.056 0.765 -0.28
C 4.168 0.587 -1.771 -0.20
Cl 4.275 -0.082 -3.444 -0.20
B 5.624 1.321 -1.471 0.57
O 6.596 1.366 -2.527 -0.59
O 5.869 1.842 -0.188 -0.37
C 7.285 1.880 0.127 -0.70
N 3.089 1.564 -1.471 -0.30
P 3.014 3.107 -2.401 0.45
N 3.923 3.121 -3.864 -0.45
O 3.843 4.269 -1.424 -0.57
H 0.523 6.573 3.334 0.43
H -0.014 2.363 2.321 0.38
H -1.139 3.154 1.050 0.27
H 0.553 3.617 -0.520 0.25
H 1.948 3.258 0.721 0.30
H -0.104 1.033 0.092 0.54
H 1.540 0.873 0.837 0.20
H 1.509 1.306 -4.725 0.37
H 1.673 -0.791 -2.719 0.79
H -0.057 -1.116 -0.056 0.31
H 0.532 -2.461 -1.101 0.65
H -1.209 -2.242 -2.535 0.26
H -0.846 -0.510 -2.942 0.42
H -2.888 0.024 -3.215 0.36
H -3.576 -1.600 -2.812 0.28
H 2.481 -1.948 0.006 0.23
H 3.050 -2.308 -1.672 0.24
H 3.800 -0.023 0.387 0.42
H 5.121 -2.468 -2.415 0.29
H 7.447 -3.841 -2.073 0.41
H 8.766 -3.241 0.164 0.36
H 7.897 -1.584 1.905 0.33
H 7.212 0.604 -2.414 0.31
H 7.364 1.756 1.258 0.25
H 7.762 2.871 -0.155 0.28
H 7.897 1.053 -0.341 0.29
H 3.280 1.860 -0.486 0.67
H 3.349 3.500 -4.622 0.31
H 4.827 3.611 -3.783 0.24
H 3.737 4.026 -0.477 0.36
C -6.816 1.773 1.179 -0.57
C -7.701 1.511 2.313 0.22
N -8.397 1.305 3.204 -0.36
H -7.214 1.351 0.254 0.18
H -6.679 2.844 1.015 0.33
H -5.827 1.339 1.335 0.20
C -8.495 -1.689 5.203 -0.34
C -7.259 -2.235 5.764 0.31
N -6.288 -2.664 6.204 -0.38
H -9.064 -1.132 5.949 0.08
H -8.293 -1.007 4.375 0.03
H -9.146 -2.477 4.822 0.27
C -10.075 4.519 3.612 -0.65
C -10.601 5.823 4.018 0.20
N -11.014 6.846 4.337 -0.33
H -9.664 4.549 2.601 0.25
H -9.276 4.184 4.276 0.26
H -10.850 3.752 3.624 0.25
C -1.530 -4.921 -5.431 -0.94
C -0.744 -3.801 -4.915 0.54
N -0.126 -2.920 -4.510 -0.43
H -0.937 -5.555 -6.093 0.31
H -1.904 -5.554 -4.623 0.29
H -2.395 -4.575 -6.001 0.28
C 8.803 -6.824 -1.267 -0.77
C 9.609 -5.719 -0.749 0.33
N 10.243 -4.850 -0.342 -0.49
H 9.384 -7.470 -1.927 0.18
H 8.413 -7.449 -0.461 0.32
H 7.947 -6.464 -1.840 0.36
C 8.845 -10.563 -2.659 -0.81
C 7.755 -9.588 -2.700 0.40
N 6.897 -8.824 -2.732 -0.42
H 9.684 -10.201 -2.062 0.29
H 8.520 -11.509 -2.224 0.30
H 9.227 -10.779 -3.659 0.28
C 2.309 9.866 2.565 -0.79
C 1.392 9.627 3.679 0.34
N 0.671 9.437 4.554 -0.37
H 1.933 9.432 1.636 0.26
H 2.456 10.933 2.389 0.30
H 3.291 9.429 2.754 0.26
C 0.646 -3.019 3.230 -1.02
C 1.697 -2.142 2.717 0.55
N 2.524 -1.452 2.314 -0.39
H -0.107 -2.458 3.788 0.30
H 0.130 -3.541 2.422 0.28
H 1.050 -3.778 3.902 0.33
C -11.724 1.209 7.291 -0.70
C -11.950 -0.198 6.960 0.36
N -12.128 -1.303 6.700 -0.39
H -10.874 1.330 7.965 0.27
H -11.519 1.802 6.398 0.14
H -12.594 1.649 7.782 0.33
C -7.795 1.246 -3.601 -0.47
C -8.909 2.194 -3.599 0.21
N -9.784 2.940 -3.598 -0.36
H -6.949 1.623 -3.030 0.03
H -8.083 0.288 -3.162 0.28
H -7.441 1.046 -4.614 0.34

126
Properties=species:S:1:pos:R:3:mulliken_charge:R:1 method="wB97M-V/def2-TZVPD" orbital_gap_ev=8.01 smiles="COCCCCCCCc1ccc(CCN)c2c1N(C(F)(F)C(F)F)c1c(Cl)c(P(=N)(O)O)c(CCCO)c(C(F)(F)F)c1S2.CCOC(=O)OC.CCOC(=O)OC.CCOC(=O)OC"
C 6.928 0.675 1.974 -0.55
O 6.860 -0.743 1.812 -0.31
C 6.853 -1.117 0.431 -0.41
C 5.997 -2.437 0.238 -0.73
C 5.088 -2.788 1.509 -0.30
C 4.109 -3.941 1.056 -0.93
C 2.793 -4.068 1.912 -0.37
C 2.115 -2.697 2.293 -1.20
C 2.003 -1.658 1.115 0.83
C 0.652 -1.683 0.337 0.12
C -0.017 -2.964 0.119 -0.43
C -1.280 -3.086 -0.644 -1.08
C -1.851 -1.847 -1.153 0.35
C -3.203 -1.867 -1.967 -0.45
C -4.342 -1.429 -0.936 -0.31
N -5.364 -2.510 -0.774 -0.55
C -1.183 -0.569 -0.935 1.00
C 0.086 -0.430 -0.191 -1.76
N 0.745 0.857 -0.030 1.14
C 1.544 1.240 -1.209 1.21
F 0.970 2.195 -2.011 -0.31
F 1.731 0.070 -1.949 -0.29
C 3.026 1.680 -0.819 -0.26
F 3.115 3.034 -0.535 -0.26
F 3.562 0.880 0.172 -0.02
C -0.160 1.902 0.407 -2.23
C 0.230 2.801 1.511 0.12
Cl 1.844 2.446 2.211 -0.21
C -0.622 3.906 1.980 0.10
P -0.105 5.009 3.404 1.17
N 0.966 4.375 4.335 -0.83
O -1.417 5.381 4.396 -0.55
O 0.410 6.456 2.714 -0.46
C -1.916 4.097 1.257 0.50
C -2.795 5.301 1.710 -1.39
C -4.077 4.914 2.560 -0.36
C -5.225 5.937 2.153 -0.40
O -5.968 6.401 3.297 -0.54
C -2.375 3.236 0.184 0.10
C -3.702 3.310 -0.590 0.61
F -4.588 4.275 -0.217 -0.22
F -4.371 2.107 -0.397 -0.21
F -3.464 3.513 -1.938 -0.25
C -1.455 2.142 -0.229 1.11
S -1.850 1.003 -1.606 -0.39
H 6.389 1.245 1.168 0.19
H 6.448 0.912 2.967 0.22
H 7.977 1.073 2.020 0.26
H 7.907 -1.319 0.074 0.33
H 6.413 -0.336 -0.248 0.21
H 5.302 -2.326 -0.642 0.25
H 6.682 -3.309 0.091 0.31
H 5.765 -3.147 2.332 0.54
H 4.583 -1.832 1.786 0.13
H 4.668 -4.915 1.186 0.52
H 3.909 -3.844 -0.046 0.34
H 3.058 -4.573 2.889 0.43
H 2.120 -4.791 1.379 0.05
H 1.054 -2.942 2.600 0.49
H 2.601 -2.289 3.218 0.36
H 2.075 -0.631 1.580 -0.18
H 2.831 -1.709 0.363 0.15
H 0.401 -3.932 0.489 0.08
H -1.713 -4.098 -0.796 0.46
H -3.130 -1.172 -2.846 0.47
H -3.397 -2.887 -2.399 -0.03
H -3.867 -1.285 0.078 0.30
H -4.791 -0.443 -1.214 0.19
H -6.243 -2.032 -0.557 0.25
H -5.113 -2.999 0.094 0.25
H 3.674 1.515 -1.726 0.25
H 0.624 4.310 5.296 0.22
H -1.700 6.303 4.248 0.37
H 1.081 6.232 2.039 0.36
H -2.243 6.114 2.237 0.23
H -3.177 5.782 0.762 0.67
H -4.408 3.862 2.384 0.34
H -3.851 5.137 3.638 0.38
H -5.954 5.448 1.448 0.24
H -4.778 6.851 1.657 0.26
H -6.693 6.933 2.918 0.33
C -3.590 -6.842 -7.856 -1.10
C -2.653 -6.062 -6.955 -0.18
O -3.384 -5.205 -6.069 -0.35
C -3.934 -5.808 -5.009 0.77
O -3.859 -6.980 -4.740 -0.55
O -4.604 -4.886 -4.308 -0.34
C -5.318 -5.411 -3.187 -0.68
H -4.270 -6.166 -8.379 0.29
H -3.026 -7.418 -8.592 0.36
H -4.207 -7.533 -7.279 0.31
H -2.020 -5.413 -7.562 0.29
H -1.991 -6.724 -6.393 0.31
H -4.666 -6.002 -2.543 0.31
H -6.162 -6.012 -3.532 0.37
H -5.702 -4.570 -2.611 0.17
C 2.678 -9.888 -1.855 -1.10
C 3.640 -9.094 -0.994 -0.22
O 2.935 -8.232 -0.092 -0.29
C 2.424 -8.826 0.992 0.67
O 2.514 -9.995 1.270 -0.57
O 1.772 -7.899 1.705 -0.20
C 1.099 -8.417 2.852 -0.72
H 1.977 -9.222 -2.361 0.28
H 3.220 -10.469 -2.603 0.36
H 2.085 -10.576 -1.251 0.31
H 4.248 -8.448 -1.629 0.30
H 4.324 -9.746 -0.448 0.31
H 1.775 -8.997 3.480 0.33
H 0.248 -9.025 2.542 0.30
H 0.731 -7.571 3.429 0.22
C -0.541 8.996 0.584 -0.60
C 0.159 9.697 1.733 -0.11
O 0.861 10.858 1.271 -0.36
C 0.103 11.936 1.044 0.75
O -1.089 12.012 1.201 -0.55
O 0.897 12.913 0.588 -0.34
C 0.199 14.103 0.220 -0.63
H 0.166 8.779 -0.221 0.30
H -0.993 8.061 0.920 -0.14
H -1.325 9.623 0.158 0.39
H 0.906 9.031 2.164 0.21
H -0.539 9.959 2.531 0.29
H -0.438 14.455 1.032 0.29
H -0.392 13.926 -0.680 0.29
H 0.941 14.869 0.005 0.23

115
Properties=species:S:1:pos:R:3:lowdin_spin:R:1 method="wB97M-V/def2-TZVPD" charge=+1 relative_energy_kcal_mol=2.8 multiplicity=2 orbital_gap_ev="5.67 / 5.70"
Pt -2.472 1.925 1.050 0.53
S -0.646 3.179 1.943 0.22
C -1.506 4.323 2.995 0.02
C -0.758 5.339 3.589 0.01
C -1.369 6.268 4.409 0.00
C -2.740 6.182 4.633 0.00
C -3.489 5.195 4.023 0.00
C -2.889 4.253 3.179 0.01
S -3.909 3.057 2.402 0.07
H 0.307 5.388 3.403 0.00
H -0.785 7.054 4.868 0.00
H -3.230 6.901 5.277 0.00
H -4.560 5.144 4.182 0.00
F 3.714 -4.912 -1.429 0.00
C 2.724 -4.184 -2.001 0.00
C 1.854 -3.477 -1.225 0.00
C 0.847 -2.728 -1.834 0.00
C -0.069 -1.944 -0.961 0.00
O -0.019 -2.075 0.254 0.00
C -0.972 -1.076 -1.687 0.00
C -1.046 -1.162 -3.034 0.00
N -0.273 -1.964 -3.817 0.00
C -0.414 -1.915 -5.250 0.00
C -1.794 -1.935 -5.828 0.00
C -0.909 -3.138 -5.969 0.00
C 0.732 -2.713 -3.229 0.00
C 1.642 -3.448 -4.004 0.00
C 2.637 -4.181 -3.396 0.00
N 3.563 -4.929 -4.204 0.00
C 3.429 -6.379 -4.053 0.00
C 4.357 -7.058 -5.081 0.00
N 4.839 -6.000 -6.028 0.00
C 5.714 -5.004 -5.322 0.00
C 4.963 -4.531 -4.061 0.00
C -1.879 -0.060 -1.037 0.01
O -3.004 0.114 -1.496 0.02
O -1.334 0.593 -0.080 0.02
H 1.923 -3.478 -0.144 0.00
H -1.771 -0.557 -3.560 0.00
H 0.329 -1.302 -5.749 0.00
H -1.977 -1.319 -6.695 0.00
H -2.625 -2.012 -5.140 0.00
H -0.487 -3.362 -6.938 0.00
H -1.150 -3.997 -5.356 0.00
H 1.581 -3.447 -5.082 0.00
H 2.392 -6.649 -4.240 0.00
H 3.697 -6.720 -3.048 0.00
H 3.845 -7.822 -5.662 0.00
H 5.243 -7.497 -4.627 0.00
H 4.014 -5.490 -6.355 0.00
H 5.321 -6.405 -6.828 0.00
H 5.912 -4.197 -6.023 0.00
H 6.648 -5.509 -5.087 0.00
H 5.016 -3.447 -3.991 0.00
H 5.424 -4.950 -3.162 0.00
C -4.598 3.104 -1.409 0.02
Si -2.945 3.496 -0.651 0.03
C -2.910 5.264 -0.056 0.00
C -1.527 3.263 -1.863 0.00
C -0.279 3.833 -1.601 0.00
C 0.795 3.651 -2.461 0.00
C 0.635 2.900 -3.617 0.00
C -0.605 2.348 -3.910 0.00
C -1.672 2.526 -3.041 0.00
H -4.768 3.772 -2.259 0.00
H -5.389 3.276 -0.676 0.00
H -4.650 2.069 -1.744 0.00
H -2.939 5.910 -0.939 0.00
H -2.020 5.522 0.519 0.00
H -3.782 5.480 0.563 0.00
H -0.133 4.426 -0.704 0.00
H 1.754 4.099 -2.233 0.00
H 1.468 2.762 -4.294 0.00
H -0.742 1.784 -4.827 0.00
H -2.632 2.087 -3.278 0.00
C 0.557 0.365 6.363 0.00
Si -0.283 1.805 5.489 0.00
C -1.886 2.183 6.378 0.00
C 0.838 3.314 5.605 0.00
Ge -0.562 1.089 3.192 0.00
Si -2.320 -0.657 3.195 0.01
C -3.067 -1.463 1.682 0.01
C -1.231 -1.946 4.061 0.00
C -3.753 -0.227 4.319 0.00
Si 1.642 0.556 2.337 0.00
C 2.815 1.739 3.208 0.00
C 2.165 -1.199 2.743 0.00
C 1.831 0.917 0.508 0.00
H 0.629 0.575 7.433 0.00
H 1.573 0.213 5.990 0.00
H 0.011 -0.572 6.246 0.00
H -1.648 2.641 7.342 0.00
H -2.459 1.276 6.577 0.00
H -2.517 2.878 5.820 0.00
H 0.279 4.171 5.982 0.00
H 1.284 3.603 4.656 0.00
H 1.651 3.099 6.303 0.00
H -2.303 -1.912 1.052 0.00
H -3.684 -0.801 1.071 0.01
H -3.716 -2.256 2.072 0.00
H -0.169 -1.697 4.070 0.00
H -1.328 -2.905 3.547 0.00
H -1.553 -2.081 5.096 0.00
H -4.530 0.318 3.785 0.00
H -3.478 0.365 5.190 0.00
H -4.178 -1.174 4.668 0.00
H 2.879 1.554 4.282 0.00
H 2.538 2.783 3.057 0.00
H 3.817 1.604 2.787 0.00
H 2.360 -1.299 3.814 0.00
H 3.089 -1.443 2.212 0.00
H 1.406 -1.924 2.452 0.00
H 1.483 1.922 0.255 0.00
H 1.276 0.220 -0.113 0.00
H 2.895 0.857 0.260 0.00

| no. | maximum force (eV/A) |
| --- | --- |
| 1 | 2.035 |
| 2 | 5.176 |
| 3 | 4.073 |
| 4 | 0.632 |